# 1
Entry from OMol25: a cluster of 3 separate species, C14H10F3N3O10S2 in total in a non-equilibrium geometry (wB97M-V/def2-TZVPD).

The total energy is -69437.35357 eV. The value obtained for the HOMO-LUMO gap is 5.7419 eV.

```
! RIJCOSX wB97M-V def2-TZVPD def2/J DEFGRID3
* xyz -2 1
S -0.15 3.93 -0.81
S -2.71 4.14 -2.17
F -3.61 3.75 0.50
F -2.68 1.74 -0.65
F -4.79 2.67 -1.26
O -3.77 5.29 -2.37
O 0.69 2.05 -2.99
O 0.26 1.19 -0.79
O 2.25 -2.60 3.50
O 4.33 -2.57 4.18
O -2.68 3.36 -3.52
O 1.21 4.72 -0.70
O -4.02 -0.21 -1.22
O -4.85 -1.20 0.55
O -0.62 3.76 0.68
N -1.20 4.94 -1.77
N 3.42 -2.20 3.42
N -4.02 -1.10 -0.36
C 5.38 0.15 1.24
C 3.75 -1.24 2.37
C -2.91 -3.14 0.52
C 3.06 0.16 0.52
C -0.89 -3.98 -0.50
C 2.75 -0.78 1.51
C -0.93 -2.95 -1.45
C -1.88 -4.08 0.47
C -1.96 -2.01 -1.41
C 0.29 2.28 -1.59
C -2.94 -2.11 -0.42
C 4.38 0.62 0.39
C 5.07 -0.79 2.23
C -3.40 3.04 -0.81
H 4.62 1.35 -0.38
H -1.85 -4.89 1.20
H -1.97 -1.21 -2.15
H -0.08 -4.71 -0.53
H -3.68 -3.23 1.29
H 1.72 -1.12 1.60
H 6.40 0.51 1.13
H -0.15 -2.88 -2.20
H 2.29 0.53 -0.14
H 5.86 -1.14 2.89
*
```

natural (NBO) atomic charge list, values in e, 2 entries:
1 S 1.92
2 S 1.94

# 2
Entry from OMol25: a structure of composition C14H11BF4IIrN5 in a non-equilibrium geometry (wB97M-V/def2-TZVPD).

The value obtained for the energy above the lowest of the compared OMol25 structures with the same formula, charge and spin is 0.0 kcal/mol. The total energy is -44634.73526 eV. The value obtained for the HOMO-LUMO gap is 6.9583 eV.

```
! RIJCOSX wB97M-V def2-TZVPD def2/J DEFGRID3
* xyz 1 1
Ir 1.05 -0.99 0.17
I 1.00 -2.58 2.16
F 1.69 -2.35 -1.62
F 1.22 -0.09 -1.70
F 2.56 -1.06 -3.32
F 0.30 -1.54 -3.26
N 2.99 -0.37 0.44
N -0.64 1.15 0.95
N -0.98 -0.94 -0.10
N 0.67 0.74 0.91
N -3.10 -1.56 -0.77
C 1.67 1.52 1.09
C 4.14 -1.00 0.23
C -3.44 1.72 0.85
C 5.37 0.96 0.80
C -2.87 0.55 0.34
C -1.80 -1.79 -0.65
C 4.17 1.61 1.04
C -3.69 -0.40 -0.28
C -5.61 0.96 0.12
C -5.06 -0.19 -0.39
C 2.99 0.93 0.86
C 5.36 -0.36 0.40
C -4.80 1.92 0.74
C -1.45 0.28 0.42
B 1.46 -1.32 -2.60
H 6.27 -0.90 0.21
H 4.06 -2.03 -0.08
H 1.52 2.56 1.37
H -5.69 -0.94 -0.88
H -6.67 1.13 0.04
H -3.68 -2.26 -1.23
H 4.15 2.65 1.36
H -2.80 2.44 1.33
H -5.25 2.82 1.14
H -1.40 -2.72 -1.03
H 6.31 1.48 0.93
*
```

natural (NBO) atomic charge list, values in e, 2 entries:
1 Ir 1.06
2 I -0.26

# 3
Entry from OMol25: a structure of composition C14H11Br4Cl2N2NaO3 (wB97M-V/def2-TZVPD).

The value obtained for the energy above the lowest of the compared OMol25 structures with the same formula, charge and spin is 0.0 kcal/mol. The total energy is -333452.72479 eV. The value obtained for the HOMO-LUMO gap is 4.5800 eV.

```
! RIJCOSX wB97M-V def2-TZVPD def2/J DEFGRID3
* xyz -2 1
Br 5.81 2.13 2.62
Br 0.38 2.00 4.48
Br 3.52 3.12 4.81
Br 4.91 0.02 0.18
Cl -0.09 4.20 -0.02
Cl -2.03 2.00 0.02
Na -0.21 -1.30 0.42
O 2.04 -0.81 0.46
O -1.93 -2.64 -0.19
O 0.16 0.03 2.22
N -0.30 -0.45 -1.97
N 1.63 0.79 -1.80
C 3.66 0.57 1.50
C -0.37 2.50 0.41
C -0.79 0.50 -4.52
C -1.38 -0.83 -2.64
C -2.89 -3.32 -0.58
C 1.35 0.47 2.34
C 2.38 0.02 1.38
C 3.07 1.91 3.41
C 4.02 1.49 2.51
C 0.56 0.40 -2.54
C -3.22 -4.51 0.36
C 1.76 1.41 3.30
C 0.34 0.90 -3.84
C -1.68 -0.39 -3.92
H -2.56 -4.59 1.24
H 2.38 1.27 -2.26
H -4.26 -4.40 0.69
H 0.32 1.89 -0.16
H -3.18 -5.43 -0.23
H -0.22 2.37 1.48
H -0.98 0.87 -5.52
H -2.02 -1.54 -2.12
H -2.57 -0.73 -4.43
H 1.05 1.60 -4.28
H 1.87 0.21 -0.97
*
```

natural (NBO) atomic charge list, values in e, 2 entries:
1 Br 0.01
2 Br 0.00

# 4
Entry from OMol25: the molecule C14H11N3OS in a non-equilibrium geometry (wB97M-V/def2-TZVPD).

The value obtained for the energy above the lowest of the compared OMol25 structures with the same formula, charge and spin is 231.8 kcal/mol. The total energy is -32039.00017 eV. The SMILES is Oc1ccc(Nc2nc(-c3cccnc3)cs2)cc1. The value obtained for the HOMO-LUMO gap is 7.5700 eV.

```
! RIJCOSX wB97M-V def2-TZVPD def2/J DEFGRID3
* xyz 0 1
S 0.91 3.36 -0.14
O -5.17 -2.02 0.16
N 5.17 -0.86 0.13
N -1.33 1.92 -0.03
N 0.59 0.90 -0.11
C -4.13 -1.04 0.05
C -2.02 -0.50 0.13
C 2.49 -1.40 -0.14
C 4.23 0.23 0.37
C 2.06 0.89 -0.12
C -0.08 2.06 0.00
C 4.75 -2.04 0.12
C -2.29 0.76 -0.15
C 2.37 2.49 0.03
C 3.01 -0.20 0.05
C -4.48 0.41 -0.04
C -3.03 -1.51 0.26
C 3.55 -2.27 -0.28
C -3.60 1.26 -0.07
H 5.47 -2.81 0.19
H 3.24 2.83 0.11
H 1.56 -1.50 -0.41
H -2.70 -2.40 0.03
H -3.91 2.49 -0.12
H -1.73 2.72 -0.04
H -0.97 -0.65 0.02
H -6.07 -1.68 0.10
H 3.12 -3.23 -0.63
H -5.76 0.56 0.06
H 4.75 1.23 0.47
*
```

natural (NBO) atomic charge list, values in e, 2 entries:
1 S 0.46
2 O -0.70

# 5
Entry from OMol25: a structure of composition C14H12Br6N2O4 in a non-equilibrium geometry (wB97M-V/def2-TZVPD).

The value obtained for the energy above the lowest of the compared OMol25 structures with the same formula, charge and spin is 3.9 kcal/mol. The total energy is -446120.27292 eV. The value obtained for the HOMO-LUMO gap (spin up / spin down) is 7.0666 / 3.2567 eV. As for the expectation value of S²: 0.771.

```
! RIJCOSX wB97M-V def2-TZVPD def2/J DEFGRID3
* xyz 1 2
Br -4.33 2.53 -4.22
Br -2.69 4.62 -6.00
Br -0.46 2.36 -2.38
Br -2.35 -0.38 -2.50
Br -1.51 1.07 0.23
Br -2.78 4.86 -2.68
O 1.71 2.07 3.09
O 0.57 -0.64 2.91
O -0.71 -1.66 4.32
O 3.46 1.07 3.74
N 2.73 1.47 2.84
N -0.29 -1.53 3.17
C -2.35 -4.25 1.60
C 4.26 0.51 1.06
C -1.83 -3.43 2.53
C 3.79 0.67 -1.31
C -0.88 -2.43 2.09
C 4.62 0.27 -0.28
C 2.19 1.55 0.32
C 3.03 1.22 1.38
C 2.50 1.15 -1.05
C -0.60 -2.25 0.73
C -2.10 -4.18 0.25
C -3.83 4.42 -4.35
C -1.34 -3.12 -0.21
C -1.93 1.35 -1.61
H -1.40 -2.82 -1.25
H -4.68 5.08 -4.22
H -3.02 -5.04 1.91
H 1.76 1.30 -1.83
H 3.97 0.43 -2.35
H 5.62 -0.14 -0.26
H -2.81 1.96 -1.77
H 0.19 -1.56 0.46
H 4.90 0.19 1.87
H -2.04 -3.64 3.57
H -2.56 -4.98 -0.32
H 1.18 1.89 0.52
*
```

natural (NBO) atomic charge list, values in e, 2 entries:
1 Br 0.08
2 Br 0.10

# 6
Entry from OMol25: a structure of composition C14H12Cl2F6N2O8PdS2 (wB97M-V/def2-TZVPD).

The value obtained for the energy above the lowest of the compared OMol25 structures with the same formula, charge and spin is 8.1 kcal/mol. The total energy is -100553.40044 eV. The value obtained for the HOMO-LUMO gap (spin up / spin down) is 5.2335 / 5.2329 eV.

```
! RIJCOSX wB97M-V def2-TZVPD def2/J DEFGRID3
* xyz 2 1
Pd -0.06 0.61 -0.10
Cl -5.46 6.11 -0.88
Cl -3.55 3.17 3.07
S 2.83 0.11 -0.70
S 1.89 2.02 1.11
F 1.26 3.12 3.35
F 0.45 1.13 3.09
F 5.34 -0.49 -0.86
F 4.97 1.64 -0.77
F 2.56 1.38 3.54
F 4.81 0.43 1.02
O -1.32 1.57 -1.77
O 2.43 1.01 -1.73
O -2.41 1.67 0.86
O 2.97 2.91 0.93
O 0.57 2.42 0.53
O -0.08 -1.95 1.27
O 2.69 -1.30 -0.84
O -0.56 -1.16 -0.77
N 0.09 -4.43 0.58
N 2.03 0.48 0.71
C -0.41 -3.51 -0.51
C -2.96 2.66 0.48
C -3.01 3.06 -0.96
C 0.55 -3.72 -1.70
C 1.23 -5.06 -1.40
C -4.53 4.86 -0.33
C 1.52 1.90 2.92
C -0.36 -2.11 0.08
C 4.63 0.46 -0.29
C -4.47 4.60 1.04
C -3.79 4.09 -1.33
C -2.22 2.34 -2.00
C 1.41 -5.01 0.10
C -3.70 3.55 1.47
H -2.48 2.59 -3.04
H 1.57 -5.97 0.59
H -1.43 -3.78 -0.75
H 2.19 -4.31 0.40
H 0.20 -3.83 1.41
H 0.00 -3.72 -2.64
H -3.88 4.39 -2.36
H -0.58 -5.17 0.78
H 0.61 -5.90 -1.69
H -5.02 5.22 1.74
H 2.19 -5.16 -1.91
H 1.28 -2.92 -1.73
*
```

natural (NBO) atomic charge list, values in e, 2 entries:
1 Pd 1.12
2 Cl 0.32

# 7
Entry from OMol25: a structure of composition C14H12F3N4O8S2SbSe4Tc in a non-equilibrium geometry (wB97M-V/def2-TZVPD).

The value obtained for the energy above the lowest of the compared OMol25 structures with the same formula, charge and spin is 27.9 kcal/mol. The total energy is -336997.61833 eV. The value obtained for the HOMO-LUMO gap (spin up / spin down) is 6.4699 / 6.0443 eV. As for the expectation value of S²: 3.779.

```
! RIJCOSX wB97M-V def2-TZVPD def2/J DEFGRID3
* xyz -2 4
Sb -3.08 2.61 2.01
Tc -0.25 0.54 -0.58
Se -4.14 1.31 3.81
Se -1.43 4.27 2.50
Se -5.41 3.21 1.54
Se -2.54 1.24 -0.15
S 2.42 -0.32 0.69
S 1.21 1.23 -2.84
F 4.87 -0.30 -0.32
F 4.77 0.32 1.75
F 4.14 1.67 0.19
O -1.67 -0.70 -1.80
O 2.64 1.15 -2.67
O 1.59 0.92 0.51
O -0.51 -1.22 0.31
O 0.45 -0.03 -2.69
O 2.37 -0.89 2.01
O 0.51 2.23 -1.99
O 2.31 -1.22 -0.44
N -0.59 -2.16 -0.64
N -1.31 -1.91 -1.69
N -0.60 0.36 2.58
N 0.26 -1.66 7.46
C 0.99 -4.94 1.15
C -0.05 -3.43 -0.38
C 0.63 0.35 4.62
C 1.02 -5.92 0.17
C 4.15 0.39 0.56
C -1.36 -0.62 3.05
C 0.51 -5.65 -1.09
C -1.19 -1.17 4.31
C 0.37 0.84 3.35
C -0.02 -4.40 -1.38
C 0.95 1.71 -4.53
C 0.46 -3.69 0.88
C -0.17 -0.67 5.10
C 0.06 -1.22 6.41
H 0.47 -2.90 1.62
H -1.85 -1.95 4.67
H 1.16 0.84 -5.14
H -0.09 2.02 -4.65
H -2.13 -0.99 2.38
H 1.63 2.52 -4.77
H 1.40 -5.13 2.13
H 1.45 0.75 5.21
H 0.53 -6.40 -1.87
H 0.96 1.63 2.92
H -0.40 -4.17 -2.37
H 1.44 -6.90 0.38
*
```

natural (NBO) atomic charge list, values in e, 2 entries:
1 Sb 1.02
2 Tc 1.09

# 8
Entry from OMol25: the molecule C14H12FN in a non-equilibrium geometry (wB97M-V/def2-TZVPD).

The total energy is -18915.37782 eV. The value obtained for the HOMO-LUMO gap (spin up / spin down) is 7.8871 / 7.4235 eV. As for the expectation value of S²: 2.047.

```
! RIJCOSX wB97M-V def2-TZVPD def2/J DEFGRID3
* xyz 0 3
F -1.32 3.02 0.84
N -0.43 2.55 -1.34
C -2.53 -1.51 -1.07
C 1.49 -0.84 0.85
C 2.75 -1.31 0.92
C -2.37 0.42 1.04
C -3.61 -1.32 -0.22
C 2.39 1.15 -0.31
C 3.69 0.59 -0.28
C 1.23 0.42 0.25
C -3.52 -0.30 0.81
C 3.77 -0.67 0.26
C -0.02 1.01 0.28
C -0.17 2.60 0.07
C -1.31 0.34 0.13
C -1.43 -0.70 -0.92
H 4.76 -1.06 0.45
H -2.63 -2.36 -1.78
H -0.69 -0.74 -1.74
H -1.44 2.24 -1.57
H 4.51 0.88 -0.82
H -4.46 -1.84 -0.37
H 0.53 3.32 0.40
H 2.88 -2.40 1.30
H -2.20 1.05 1.83
H 2.22 2.11 -0.71
H 0.69 -1.27 1.36
H -4.33 -0.19 1.58
*
```

natural (NBO) atomic charge list, values in e, 2 entries:
1 F -0.39
2 N -0.44

# 9
Entry from OMol25: the molecule C14H12FN3S2 in a non-equilibrium geometry (wB97M-V/def2-TZVPD).

The value obtained for the energy above the lowest of the compared OMol25 structures with the same formula, charge and spin is 170.4 kcal/mol. The total energy is -43561.14785 eV. The SMILES is Cn1c(SCc2ccc(F)cc2)nnc1-c1cccs1. The value obtained for the HOMO-LUMO gap is 7.7681 eV.

```
! RIJCOSX wB97M-V def2-TZVPD def2/J DEFGRID3
* xyz 0 1
S 0.99 -2.31 0.01
S -4.47 0.19 1.14
F 5.15 2.74 0.83
N -1.25 -1.02 0.31
N -1.26 0.20 -1.54
N -0.09 -0.36 -1.38
C 2.65 0.76 -0.70
C -2.10 -0.11 -0.35
C 4.08 -0.89 0.52
C -3.95 1.53 -1.02
C -1.80 -1.74 1.55
C -0.06 -1.06 -0.36
C -5.27 1.87 -0.54
C 3.41 1.74 -0.43
C 3.13 -0.79 -0.42
C -3.44 0.39 0.01
C 2.26 -1.83 -0.89
C 4.92 0.34 0.91
C 4.45 1.56 0.68
C -5.57 1.07 0.62
H 4.38 -2.02 0.75
H 5.70 0.12 1.67
H 2.88 -2.72 -1.00
H 3.15 2.81 -0.45
H 1.88 -1.40 -1.99
H -3.41 2.05 -1.69
H -6.64 1.25 1.07
H -5.81 2.42 -1.01
H -2.71 -2.36 1.30
H -2.11 -1.08 2.16
H 1.95 0.93 -1.50
H -1.04 -2.30 1.73
*
```

natural (NBO) atomic charge list, values in e, 2 entries:
1 S 0.37
2 S 0.79

# 10
Entry from OMol25: a cluster of 2 separate species, C14H12FNO4S3 in total in a non-equilibrium geometry (wB97M-V/def2-TZVPD).

The total energy is -59602.97533 eV. The value obtained for the HOMO-LUMO gap is 1.5140 eV.

```
! RIJCOSX wB97M-V def2-TZVPD def2/J DEFGRID3
* xyz -2 1
S 2.32 -2.83 0.57
S -1.70 1.33 1.78
S -3.59 -2.90 0.26
F -4.70 -4.20 0.04
O -3.72 -2.50 1.70
O -4.06 -1.84 -0.71
O 1.85 4.25 -0.32
O 0.08 7.34 -0.46
N -0.58 -1.85 1.44
C 0.00 0.74 1.32
C 1.06 1.88 1.05
C -1.83 -4.47 -1.42
C 2.53 1.59 0.65
C 1.74 5.59 -0.34
C 0.82 -4.54 -1.34
C 0.40 -0.76 1.18
C 1.90 -1.02 0.77
C 2.94 0.10 0.51
C 0.75 -3.49 -0.20
C 0.19 6.01 -0.43
C -0.51 -5.03 -1.99
C -0.57 -2.87 0.38
C -1.91 -3.41 -0.25
H 1.86 -4.89 -1.68
H 2.13 6.14 0.54
H -2.80 -4.85 -1.91
H -0.31 5.48 0.41
H 3.33 2.38 0.45
H -2.43 1.51 0.59
H 2.24 6.13 -1.17
H 0.76 2.97 1.15
H -1.51 -1.40 1.40
H -0.21 5.46 -1.31
H 3.99 -0.26 0.18
H -0.43 -5.77 -2.85
*
```

natural (NBO) atomic charge list, values in e, 2 entries:
1 S 0.21
2 S -0.06

# 11
Entry from OMol25: the molecule C14H12O3 in a non-equilibrium geometry (wB97M-V/def2-TZVPD).

The value obtained for the energy above the lowest of the compared OMol25 structures with the same formula, charge and spin is 36.8 kcal/mol. The total energy is -20853.45469 eV. The SMILES is Cc1cc2cc3c(C)cc(=O)oc3c(C)c2o1. The value obtained for the HOMO-LUMO gap is 8.6166 eV.

```
! RIJCOSX wB97M-V def2-TZVPD def2/J DEFGRID3
* xyz 0 1
O -0.78 2.86 0.13
O -2.02 4.66 -0.22
O 1.61 -0.96 1.99
C -1.64 -0.72 0.31
C -3.75 0.46 -1.56
C 0.09 -2.54 1.31
C -1.88 3.44 -0.25
C 2.27 -3.22 2.57
C -2.95 2.66 -0.94
C -0.49 -1.24 0.89
C -0.76 1.54 0.42
C 1.32 2.01 2.03
C -1.71 0.71 0.03
C 0.34 1.03 1.23
C 0.53 -0.37 1.39
C -2.82 1.31 -0.81
C 1.27 -2.25 1.93
H -3.89 0.87 -2.49
H 2.88 -3.73 1.86
H -3.85 3.14 -1.26
H -0.27 -3.47 0.92
H 2.94 -2.64 3.22
H -4.59 0.45 -0.91
H -2.37 -1.38 -0.09
H 1.90 1.45 2.76
H 0.84 2.86 2.56
H 1.89 -4.00 3.22
H -3.35 -0.53 -1.72
H 2.04 2.27 1.20
*
```

natural (NBO) atomic charge list, values in e, 2 entries:
1 O -0.45
2 O -0.59

# 12
Entry from OMol25: a structure of composition C14H13BrCoN2O6S in a non-equilibrium geometry (wB97M-V/def2-TZVPD).

The value obtained for the energy above the lowest of the compared OMol25 structures with the same formula, charge and spin is 0.0 kcal/mol. The total energy is -148493.85663 eV. The value obtained for the HOMO-LUMO gap (spin up / spin down) is 6.5931 / 7.3980 eV. As for the expectation value of S²: 3.818.

```
! RIJCOSX wB97M-V def2-TZVPD def2/J DEFGRID3
* xyz 0 4
Br -2.26 4.04 0.52
Co 0.02 2.74 -1.27
S -1.63 0.26 -0.77
O -2.74 0.06 -1.65
O -0.50 4.16 -2.99
O 2.83 0.38 -2.42
O 1.77 2.25 -1.77
O -1.84 0.89 0.51
O -0.01 4.85 -2.07
N -0.47 1.03 -1.56
N 0.23 2.93 0.65
C 0.33 -2.78 0.98
C -1.34 -2.39 -1.19
C 0.43 0.41 -2.51
C -0.05 -3.87 0.19
C 0.43 -5.26 0.49
C -0.76 3.32 1.43
C -0.88 -3.65 -0.91
C -0.12 -1.50 0.69
C 1.40 2.12 2.53
C -0.97 -1.32 -0.41
C -0.74 3.18 2.80
C 1.30 2.33 1.17
C 0.36 2.56 3.34
C 1.80 1.00 -2.26
H 0.41 2.41 4.40
H 2.04 2.02 0.45
H 1.01 -2.95 1.80
H 1.08 -5.63 -0.31
H -0.40 -5.96 0.59
H -1.17 -4.48 -1.56
H 0.18 -0.67 1.32
H -2.02 -2.25 -2.03
H 1.02 -5.27 1.42
H 2.25 1.60 2.94
H 0.09 0.61 -3.54
H -1.57 3.52 3.40
H 0.51 -0.68 -2.39
*
```

natural (NBO) atomic charge list, values in e, 2 entries:
1 Br 0.14
2 Co 1.40

# 13
Entry from OMol25: a structure of composition C14H13BrF6OTi in a non-equilibrium geometry (wB97M-V/def2-TZVPD).

The value obtained for the energy above the lowest of the compared OMol25 structures with the same formula, charge and spin is 0.0 kcal/mol. The total energy is -126242.10050 eV. The value obtained for the HOMO-LUMO gap (spin up / spin down) is 6.1114 / 6.5026 eV. As for the expectation value of S²: 0.755.

```
! RIJCOSX wB97M-V def2-TZVPD def2/J DEFGRID3
* xyz -1 2
Br -1.12 2.02 2.30
Ti -0.71 0.96 0.14
F 2.46 -2.29 -0.55
F 0.38 -2.14 -1.27
F 2.38 -2.99 2.21
F 2.84 -0.86 1.96
F 1.34 -1.44 3.36
F 1.02 -3.90 -0.13
O 0.04 -0.59 0.79
C -1.76 2.10 -1.88
C 1.16 -2.54 -0.22
C 1.68 0.73 -1.59
C -2.30 2.38 -0.59
C -1.96 0.74 -2.18
C -2.55 0.11 -1.04
C -2.86 1.15 -0.08
C 0.65 -1.83 1.10
C 0.96 1.93 -1.79
C 1.83 -1.74 2.12
C -0.42 -2.66 1.76
C 2.02 0.65 -0.21
C 0.76 2.57 -0.48
C 1.44 1.76 0.49
H 2.68 -0.12 0.15
H 0.64 2.25 -2.79
H 1.47 1.94 1.57
H 1.98 0.01 -2.35
H -1.83 0.28 -3.15
H -3.03 -0.86 -1.08
H -0.06 -3.66 2.04
H -3.60 1.08 0.71
H -1.27 -2.69 1.08
H -0.78 -2.09 2.61
H -2.42 3.36 -0.16
H 0.30 3.56 -0.28
H -1.38 2.84 -2.58
*
```

natural (NBO) atomic charge list, values in e, 2 entries:
1 Br -0.47
2 Ti 1.08